1.
A 9-piece molecular cluster, C29H44INO26 overall. Source: the Open Molecules 2025 dataset; level of theory: the ωB97M-V functional and the def2-TZVPD basis.

As for the SMILES: CO[C@H](I)COCCN.O=C1OCCO1.O=C1OCCO1.O=C1OCCO1.O=C1OCCO1.O=C1OCCO1.O=C1OCCO1.O=C1OCCO1.O=C1OCCO1. The energy above the lowest of the compared OMol25 structures with the same formula, charge and spin comes out at 0.000 eV. The calculation puts the HOMO energy at -9.04 eV. The value obtained for the gap between HOMO and LUMO is 9.36 eV. Its LUMO energy is 0.319 eV.

Atoms and positions in Å:
C (-5.36639, -1.61023, 2.01942)
O (-5.27869, -0.41261, 2.77882)
C (-3.96188, 0.01676, 2.98879)
I (-3.89607, 0.96071, 4.91111)
C (-3.57239, 1.00543, 1.90377)
O (-2.23485, 1.40688, 2.02137)
C (-1.35502, 0.97275, 0.99985)
C (-0.61142, -0.31668, 1.35882)
N (-0.95151, -1.41185, 0.43914)
H (-4.88735, -2.44506, 2.53183)
H (-4.91767, -1.49694, 1.02598)
H (-6.42561, -1.82520, 1.89653)
H (-3.26908, -0.82578, 3.03563)
H (-3.76611, 0.49481, 0.94882)
H (-4.23728, 1.87136, 1.94980)
H (-0.65805, 1.78999, 0.81859)
H (-1.91952, 0.81048, 0.07138)
H (-0.85556, -0.54743, 2.40074)
H (0.46087, -0.14602, 1.28845)
H (-1.95537, -1.42996, 0.28645)
H (-0.72108, -2.30831, 0.85190)
O (-2.46148, -3.45607, 3.04026)
C (-2.99440, -4.51302, 3.15851)
O (-4.30123, -4.74419, 2.89382)
C (-4.53358, -6.15793, 2.92144)
C (-3.39122, -6.64503, 3.79741)
O (-2.38992, -5.64494, 3.57026)
H (-5.52199, -6.35334, 3.32666)
H (-4.46999, -6.54014, 1.90197)
H (-3.64979, -6.64284, 4.85698)
H (-2.99885, -7.61762, 3.51632)
O (3.91759, 2.12161, 1.61198)
C (3.82601, 1.21723, 0.84609)
O (4.75656, 0.88604, -0.07363)
C (4.39919, -0.36966, -0.66641)
C (2.90411, -0.42514, -0.41082)
O (2.76909, 0.37370, 0.77305)
H (4.67118, -0.37157, -1.71780)
H (4.93586, -1.16533, -0.14509)
H (2.32893, 0.04253, -1.21138)
H (2.51928, -1.42364, -0.22454)
O (-6.14088, 2.87392, -4.52895)
C (-5.59214, 2.46111, -3.55664)
O (-6.02963, 1.41147, -2.82033)
C (-5.02968, 1.09409, -1.84202)
C (-4.26273, 2.40063, -1.72684)
O (-4.47174, 2.98232, -3.02298)
H (-5.50873, 0.78590, -0.91565)
H (-4.41343, 0.28028, -2.22934)
H (-4.68668, 3.06384, -0.97588)
H (-3.19991, 2.26639, -1.54570)
O (-9.79366, -4.16103, 4.12835)
C (-9.09570, -3.31045, 4.57755)
O (-9.05646, -2.95228, 5.88162)
C (-7.93982, -2.07614, 6.08036)
C (-7.72184, -1.50966, 4.68931)
O (-8.22680, -2.56561, 3.85816)
H (-8.18898, -1.33013, 6.82903)
H (-7.09084, -2.67008, 6.42326)
H (-8.31070, -0.60899, 4.51111)
H (-6.68286, -1.31395, 4.44813)
O (-6.38157, 2.87236, 0.76990)
C (-7.18945, 3.26650, -0.01176)
O (-8.49282, 2.92778, -0.01391)
C (-9.17746, 3.72095, -0.99437)
C (-8.04205, 4.13787, -1.91397)
O (-6.91565, 4.11599, -1.02667)
H (-9.93609, 3.11207, -1.47655)
H (-9.64662, 4.56956, -0.49474)
H (-7.86562, 3.40559, -2.70168)
H (-8.15566, 5.12501, -2.35076)
O (6.08903, -0.09595, -3.64882)
C (6.95157, 0.65148, -3.30283)
O (7.10718, 1.09743, -2.03843)
C (8.36398, 1.78156, -1.94723)
C (8.61761, 2.17864, -3.39035)
O (7.90123, 1.15887, -4.10918)
H (8.26574, 2.61987, -1.26435)
H (9.11460, 1.08515, -1.57014)
H (8.17534, 3.14564, -3.63419)
H (9.66409, 2.17626, -3.66945)
O (11.61453, 3.21002, -3.84888)
C (11.60893, 4.00497, -4.73489)
O (12.64500, 4.25132, -5.55907)
C (12.19080, 5.09070, -6.62874)
C (10.97335, 5.76068, -6.01274)
O (10.55107, 4.78444, -5.05137)
H (12.98331, 5.77794, -6.90866)
H (11.93188, 4.45803, -7.47848)
H (11.22713, 6.67980, -5.48340)
H (10.16619, 5.94964, -6.71389)
O (5.63348, -4.79970, 1.36167)
C (6.55815, -4.32770, 0.78831)
O (6.53402, -3.90175, -0.49878)
C (7.74197, -3.18547, -0.76726)
C (8.68718, -3.75365, 0.27801)
O (7.78727, -4.13479, 1.32180)
H (8.05477, -3.36372, -1.79212)
H (7.55562, -2.11905, -0.62382)
H (9.20985, -4.64365, -0.07614)
H (9.40601, -3.03608, 0.66311)

Results of the Löwdin charge analysis, in e, for atoms 1 through 99:
1. C -0.070
2. O -0.278
3. C -0.755
4. I 0.871
5. C -0.277
6. O -0.157
7. C -0.190
8. C -0.225
9. N 0.002
10. H 0.071
11. H 0.088
12. H 0.093
13. H 0.076
14. H 0.110
15. H 0.114
16. H 0.125
17. H 0.102
18. H 0.115
19. H 0.085
20. H 0.047
21. H 0.059
22. O 0.154
23. C -0.569
24. O 0.039
25. C -0.101
26. C -0.104
27. O 0.069
28. H 0.134
29. H 0.134
30. H 0.134
31. H 0.133
32. O 0.161
33. C -0.574
34. O 0.053
35. C -0.105
36. C -0.106
37. O 0.035
38. H 0.111
39. H 0.128
40. H 0.135
41. H 0.132
42. O 0.154
43. C -0.595
44. O 0.053
45. C -0.107
46. C -0.102
47. O 0.073
48. H 0.120
49. H 0.133
50. H 0.109
51. H 0.126
52. O 0.159
53. C -0.578
54. O 0.057
55. C -0.106
56. C -0.106
57. O 0.049
58. H 0.132
59. H 0.132
60. H 0.140
61. H 0.100
62. O 0.152
63. C -0.573
64. O 0.072
65. C -0.096
66. C -0.093
67. O 0.054
68. H 0.134
69. H 0.132
70. H 0.116
71. H 0.139
72. O 0.146
73. C -0.578
74. O 0.045
75. C -0.095
76. C -0.098
77. O 0.069
78. H 0.137
79. H 0.132
80. H 0.136
81. H 0.102
82. O 0.150
83. C -0.569
84. O 0.068
85. C -0.105
86. C -0.105
87. O 0.054
88. H 0.133
89. H 0.134
90. H 0.133
91. H 0.133
92. O 0.169
93. C -0.574
94. O 0.051
95. C -0.116
96. C -0.113
97. O 0.060
98. H 0.133
99. H 0.125

=====

2.
C29H44NO2P3RuS as an isolated structure in a non-equilibrium geometry. Source: the Open Molecules 2025 dataset; level of theory: the ωB97M-V functional and the def2-TZVPD basis.

Its charge is +4. The calculation puts the HOMO energy (spin up / spin down) at -15.16 / -17.66 eV. The spin multiplicity is 5. The value obtained for the gap between HOMO and LUMO (spin up / spin down) is 3.37 / 2.92 eV. Its LUMO energy (spin up / spin down) is -11.787 / -14.742 eV.

Atoms and positions in Å:
P (-3.14219, -1.87523, 0.20247)
C (-4.00734, -1.58299, 1.80393)
H (-4.92727, -2.18500, 1.85659)
H (-4.25493, -0.51531, 1.87163)
H (-3.33318, -1.86318, 2.62889)
C (-4.65480, -2.05291, -0.85937)
H (-4.45656, -2.79905, -1.64435)
H (-4.85713, -1.08182, -1.33098)
H (-5.50494, -2.36571, -0.23138)
C (-2.86088, -3.66928, 0.48963)
H (-3.82715, -4.18168, 0.57633)
H (-2.28768, -3.77690, 1.42034)
H (-2.27076, -4.09485, -0.33010)
P (3.82881, -2.34017, -0.36197)
C (4.20041, -1.77137, 1.33149)
H (5.20153, -2.10192, 1.64773)
H (3.43912, -2.18386, 2.01123)
H (4.14377, -0.67479, 1.38122)
C (3.77635, -4.13337, -0.27227)
H (3.48897, -4.53705, -1.25187)
H (3.01921, -4.43243, 0.46095)
H (4.75949, -4.50477, 0.03555)
C (5.19718, -1.88245, -1.45231)
H (6.13586, -2.36580, -1.15561)
H (5.31850, -0.79158, -1.39623)
H (4.93922, -2.16290, -2.48415)
P (0.07139, 2.51811, -2.48270)
C (0.24969, 4.24126, -1.89871)
H (0.49812, 4.88275, -2.76034)
H (1.08686, 4.23723, -1.18043)
H (-0.66251, 4.58429, -1.38950)
C (1.19332, 2.59510, -3.93818)
H (1.31736, 3.64323, -4.23123)
H (0.78919, 1.99927, -4.76506)
H (2.16368, 2.17262, -3.64251)
C (-1.54272, 2.59281, -3.34611)
H (-1.48568, 3.31532, -4.17042)
H (-2.32636, 2.87949, -2.63118)
H (-1.77399, 1.58929, -3.73332)
Ru (1.66455, -1.61365, -1.19348)
C (0.88980, -2.11435, 0.43165)
O (0.36174, -2.44430, 1.42057)
C (2.26212, 0.12923, -0.69686)
O (2.69237, 1.15066, -0.31860)
C (1.84475, -1.69449, -3.80605)
C (0.60357, -1.07905, -3.59868)
C (-0.37628, -1.72301, -2.81509)
C (-0.15339, -3.01930, -2.33082)
C (1.07220, -3.64686, -2.57815)
C (2.09273, -2.97350, -3.27605)
H (2.59647, -1.21300, -4.41954)
H (0.36488, -0.12586, -4.06442)
H (-1.33528, -1.22915, -2.63729)
H (-0.95451, -3.54408, -1.80808)
H (1.23012, -4.68715, -2.28724)
H (3.03895, -3.47185, -3.46828)
N (-0.73869, 1.03810, 0.27853)
S (-0.41858, 2.17562, 1.30689)
C (-1.84604, 3.09417, 1.91085)
C (-2.91257, 2.46485, 2.54817)
C (-4.02183, 3.21572, 2.96730)
C (-4.06418, 4.59514, 2.73636)
C (-2.99013, 5.23064, 2.10291)
C (-1.87696, 4.48596, 1.70406)
C (0.40164, 1.50934, 2.77184)
C (1.72077, 1.90505, 3.05725)
C (2.38283, 1.36667, 4.16734)
C (1.71755, 0.46372, 5.00781)
C (0.38865, 0.10957, 4.74142)
C (-0.25877, 0.60882, 3.60095)
H (-1.72886, 1.10692, -0.00268)
H (-2.87505, 1.38821, 2.70999)
H (-4.86052, 2.72077, 3.46106)
H (-4.94252, 5.17365, 3.03166)
H (-3.03353, 6.30339, 1.91406)
H (-1.01885, 4.96601, 1.23327)
H (2.20855, 2.63136, 2.40277)
H (3.41606, 1.64801, 4.38393)
H (2.23861, 0.03248, 5.87035)
H (-0.14922, -0.56033, 5.40856)
H (-1.27511, 0.30150, 3.35405)

For reference, the Löwdin charges in units of e are:
1. P 0.744
2. C -0.312
3. H 0.059
4. H 0.014
5. H 0.038
6. C -0.295
7. H 0.047
8. H 0.031
9. H 0.054
10. C -0.309
11. H 0.066
12. H 0.037
13. H 0.009
14. P 0.799
15. C -0.200
16. H 0.088
17. H 0.060
18. H 0.048
19. C -0.210
20. H 0.047
21. H 0.069
22. H 0.087
23. C -0.196
24. H 0.088
25. H 0.067
26. H 0.054
27. P 0.877
28. C -0.254
29. H 0.071
30. H 0.050
31. H 0.044
32. C -0.248
33. H 0.066
34. H 0.052
35. H 0.043
36. C -0.251
37. H 0.080
38. H 0.052
39. H 0.042
40. Ru 0.854
41. C -0.224
42. O 0.136
43. C -0.236
44. O 0.106
45. C -0.057
46. C -0.052
47. C -0.066
48. C -0.070
49. C -0.080
50. C -0.098
51. H 0.140
52. H 0.101
53. H 0.120
54. H 0.113
55. H 0.146
56. H 0.133
57. N -0.234
58. S 0.956
59. C -0.359
60. C -0.013
61. C 0.060
62. C 0.000
63. C 0.057
64. C 0.006
65. C -0.344
66. C -0.051
67. C 0.031
68. C 0.013
69. C -0.002
70. C -0.038
71. H 0.005
72. H 0.101
73. H 0.153
74. H 0.142
75. H 0.154
76. H 0.132
77. H 0.123
78. H 0.148
79. H 0.146
80. H 0.136
81. H 0.104

=====

3.
C29H45AsN5O3RbS3 as an isolated structure. Source: the Open Molecules 2025 dataset; level of theory: the ωB97M-V functional and the def2-TZVPD basis.

The energy above the lowest of the compared OMol25 structures with the same formula, charge and spin comes out at 0.087 eV. The calculation puts the HOMO energy at -6.39 eV. The value obtained for the gap between HOMO and LUMO is 6.51 eV. Its LUMO energy is 0.117 eV.

Atoms and positions in Å:
Rb (-0.41575, -0.91389, -0.30986)
C (-1.47089, -3.12317, -3.45373)
C (-2.30730, -1.83251, -3.42916)
N (-2.71056, -1.41749, -2.10276)
C (-3.84819, -2.03975, -1.46883)
C (-3.67050, -3.49877, -1.03843)
S (-2.23650, -3.86335, 0.02900)
C (-1.25070, -4.97456, -1.02135)
C (-0.08610, -4.34486, -1.79000)
N (-0.42111, -3.10447, -2.45991)
H (-1.09917, -3.26344, -4.47786)
H (-2.11467, -3.97990, -3.25866)
H (-3.16199, -1.96886, -4.11149)
H (-1.69913, -1.02285, -3.83973)
H (-2.72876, -0.41282, -2.01265)
H (-4.75072, -2.01720, -2.10489)
H (-4.06911, -1.45154, -0.57590)
H (-3.61784, -4.16271, -1.89956)
H (-4.56155, -3.78510, -0.47889)
H (-1.94635, -5.49277, -1.68279)
H (-0.84025, -5.73009, -0.35138)
H (0.29021, -5.12511, -2.47210)
H (0.71230, -4.11393, -1.08248)
H (0.40653, -2.61044, -2.76169)
S (2.30637, -2.48088, 0.63092)
C (2.08457, -1.59743, 2.10003)
C (2.75616, -2.01598, 3.28126)
C (2.59481, -1.32923, 4.45670)
C (1.75780, -0.20900, 4.48715)
C (1.13762, 0.14016, 3.31138)
N (1.27560, -0.50924, 2.14346)
H (3.39207, -2.88785, 3.21835)
H (3.11248, -1.65043, 5.35356)
H (1.60193, 0.36851, 5.38859)
H (0.47482, 1.00337, 3.29723)
O (-5.07885, 3.03404, 5.51819)
C (-5.63146, 2.74537, 4.23867)
N (-4.91784, 3.48313, 3.24803)
C (-3.88139, 3.05283, 2.47168)
O (-3.44367, 3.75206, 1.57359)
C (-3.33347, 1.67877, 2.71208)
C (-3.00825, 1.18885, 3.97158)
C (-2.45607, -0.07824, 4.07154)
C (-2.27316, -0.81592, 2.91284)
N (-2.57736, -0.35465, 1.69692)
C (-3.07066, 0.87885, 1.60826)
H (-5.67431, 2.70048, 6.19820)
H (-6.67969, 3.04531, 4.20302)
H (-5.56145, 1.68202, 4.00927)
H (-5.18633, 4.44069, 3.08249)
H (-3.18632, 1.79044, 4.85511)
H (-2.17013, -0.48951, 5.02974)
H (-1.85155, -1.81529, 2.95065)
H (-3.28416, 1.25065, 0.61006)
C (3.72943, -1.51321, -2.74686)
As (2.34098, -0.22900, -2.26411)
C (2.62573, 0.99546, -3.77382)
C (3.31818, 0.73489, -0.82476)
C (4.59388, 1.38766, -1.25577)
C (5.80436, 0.69807, -1.19835)
C (6.98307, 1.28566, -1.63941)
C (6.97556, 2.57914, -2.14352)
C (5.77884, 3.28237, -2.19488)
C (4.60406, 2.69008, -1.75491)
H (4.65897, -1.00372, -2.99808)
H (3.39827, -2.09353, -3.60850)
H (3.88603, -2.18472, -1.90304)
H (3.67514, 1.26513, -3.89198)
H (2.03545, 1.90242, -3.63852)
H (2.27980, 0.49320, -4.67806)
H (3.47730, -0.03704, -0.07163)
H (2.62189, 1.46442, -0.41033)
H (5.81723, -0.30669, -0.79150)
H (7.91168, 0.73124, -1.58352)
H (7.89418, 3.03738, -2.48712)
H (5.76121, 4.29500, -2.57858)
H (3.67052, 3.24107, -1.80073)
C (-0.11022, 2.63759, 0.74262)
S (-0.20356, 2.39247, -1.02896)
C (-0.80584, 4.02615, -1.42006)
O (-1.35534, 1.46307, -1.27599)
H (0.73003, 3.30108, 0.95817)
H (0.08391, 1.66189, 1.19380)
H (-1.04767, 3.05981, 1.10459)
H (-0.03678, 4.76122, -1.18096)
H (-1.71384, 4.20098, -0.84175)
H (-1.01254, 4.02820, -2.48895)

For reference, the Löwdin charges in units of e are:
1. Rb 0.614
2. C -0.210
3. C -0.199
4. N -0.140
5. C -0.283
6. C -0.453
7. S 0.842
8. C -0.460
9. C -0.288
10. N -0.120
11. H 0.118
12. H 0.091
13. H 0.116
14. H 0.119
15. H 0.070
16. H 0.116
17. H 0.101
18. H 0.060
19. H 0.068
20. H 0.066
21. H 0.073
22. H 0.118
23. H 0.059
24. H 0.068
25. S 0.446
26. C -0.829
27. C -0.125
28. C -0.094
29. C -0.101
30. C -0.200
31. N -0.043
32. H 0.087
33. H 0.101
34. H 0.090
35. H 0.088
36. O -0.046
37. C -0.256
38. N 0.104
39. C -0.427
40. O 0.064
41. C -0.125
42. C -0.008
43. C -0.036
44. C -0.128
45. N 0.035
46. C -0.088
47. H 0.093
48. H 0.129
49. H 0.125
50. H 0.153
51. H 0.112
52. H 0.113
53. H 0.118
54. H 0.121
55. C -0.321
56. As 1.069
57. C -0.325
58. C -0.339
59. C -0.308
60. C -0.056
61. C -0.084
62. C -0.102
63. C -0.091
64. C -0.072
65. H 0.018
66. H 0.019
67. H -0.004
68. H 0.021
69. H 0.006
70. H 0.016
71. H 0.029
72. H 0.044
73. H 0.116
74. H 0.101
75. H 0.097
76. H 0.099
77. H 0.107
78. C -0.239
79. S 0.777
80. C -0.238
81. O -0.667
82. H 0.073
83. H 0.011
84. H 0.045
85. H 0.063
86. H 0.059
87. H 0.057